A cluster of 14 separate species, C31H44Cl26F4O2 in total in a non-equilibrium geometry, computed with wB97M-V/def2-TZVPD.

```
107
Properties=species:S:1:pos:R:3
C 4.59 0.89 1.10
C 5.34 1.65 -0.19
C 4.75 3.19 -0.38
C 3.19 3.13 -0.93
C 2.02 3.76 -0.21
C 0.50 3.57 -0.88
O -0.38 4.57 -0.84
C 0.24 2.10 -1.60
C 1.54 1.40 -2.40
C 1.49 -0.04 -3.16
C 0.08 -0.87 -3.13
C -1.22 -0.22 -2.33
C -2.59 -1.16 -2.32
C -2.49 -2.22 -1.02
F -3.90 -2.71 -0.83
C -1.18 1.27 -1.57
C -2.52 1.87 -0.84
C -2.98 1.03 0.52
C -3.80 2.02 1.58
F -2.84 2.60 2.58
F -4.57 3.10 0.90
F -4.83 1.13 2.24
C 2.97 2.27 -2.35
O 3.87 2.25 -3.34
H 5.13 -0.15 1.33
H 4.71 1.52 2.09
H 3.47 0.64 0.87
H 5.11 0.96 -1.13
H 6.52 1.63 -0.07
H 4.80 3.73 0.67
H 5.44 3.82 -1.12
H 2.20 4.34 0.81
H 2.47 -0.43 -3.69
H 0.02 -1.90 -3.69
H -2.68 -1.78 -3.34
H -3.54 -0.51 -2.11
H -2.11 -1.68 -0.04
H -1.85 -3.18 -1.29
H -2.44 3.00 -0.53
H -3.39 1.83 -1.66
H -3.60 0.09 0.20
H -2.01 0.63 1.05
C -0.91 5.52 2.80
Cl 0.86 5.64 2.71
Cl -1.59 6.84 3.75
H -1.32 5.56 1.79
H -1.17 4.57 3.27
C -1.84 -5.20 1.06
Cl -0.46 -4.21 1.55
Cl -1.64 -5.80 -0.59
H -1.94 -6.05 1.74
H -2.75 -4.58 1.11
C -4.73 0.49 5.41
Cl -6.18 -0.25 6.08
Cl -3.28 -0.41 5.88
H -4.80 0.50 4.32
H -4.65 1.52 5.78
C 6.67 2.96 -4.82
Cl 7.85 3.57 -3.64
Cl 7.44 2.63 -6.37
H 6.23 2.04 -4.43
H 5.89 3.71 -4.96
C 8.62 -0.91 -8.02
Cl 7.16 -1.65 -7.35
Cl 10.06 -1.81 -7.54
H 8.54 -0.90 -9.11
H 8.70 0.12 -7.65
C -5.03 5.97 -0.42
Cl -3.85 6.58 0.75
Cl -4.26 5.63 -1.97
H -5.47 5.04 -0.03
H -5.81 6.72 -0.56
C 8.65 -2.03 -3.75
Cl 9.60 -2.08 -2.26
Cl 7.20 -1.05 -3.55
H 9.26 -1.60 -4.55
H 8.36 -3.05 -4.03
C -2.51 -7.89 -3.63
Cl -3.60 -7.71 -5.01
Cl -1.04 -6.95 -3.87
H -3.02 -7.53 -2.73
H -2.25 -8.94 -3.52
C 3.37 5.65 5.92
Cl 4.55 6.26 7.09
Cl 4.14 5.31 4.36
H 2.93 4.72 6.30
H 2.59 6.40 5.77
C -9.61 -1.96 6.90
Cl -9.67 -0.93 8.34
Cl -10.53 -3.45 7.15
H -10.04 -1.41 6.06
H -8.57 -2.22 6.69
C -11.69 -6.70 9.31
Cl -11.17 -6.69 11.00
Cl -11.43 -8.29 8.57
H -12.75 -6.46 9.26
H -11.11 -5.95 8.75
C -5.38 -4.19 6.52
Cl -4.67 -5.77 6.16
Cl -7.11 -4.18 6.19
H -5.21 -3.96 7.58
H -4.89 -3.43 5.90
C 10.74 -1.12 -11.23
Cl 9.52 0.10 -10.85
Cl 12.05 -0.42 -12.19
H 11.15 -1.51 -10.30
H 10.28 -1.93 -11.80
```

Results
Total energy = -373393.062 eV
M = 1446.46 g mol⁻¹
2S+1 = 1